Here is a cluster of 3 separate species, CH8N2O2 in total at a distorted geometry from the Open Molecules 2025 dataset. Energies are from ωB97M-V with the def2-TZVPD basis set.

Values from the calculation:
Kohn-Sham gap (alpha / beta) ... 9.2475 / 4.4377 eV
Energy above the lowest of the compared OMol25 structures with the same formula, charge and spin ... 13.7 kcal/mol
LUMO energy (alpha / beta) ... -4.7 / -9.5 eV
⟨S²⟩ ... 0.77

```
! wB97M-V def2-TZVPD RIJCOSX def2/J DEFGRID3
* xyz 1 2
N -1.23263 -1.20842 -0.92324
C -2.43361 -1.16905 -0.22916
N -3.36526 -0.48764 -0.70853
H -1.16550 -0.81485 -1.86436
H -0.48762 -0.73882 -0.40621
H -2.56841 -1.82927 0.64385
H -4.34402 -0.51058 -0.39203
H 4.69801 0.68833 0.31341
H 4.83361 1.62294 1.54780
O 4.68627 1.59658 0.59823
H 0.09370 1.26610 0.88896
H 1.58219 1.12230 0.57979
O 0.79790 0.61701 0.81090
*
```

=====

Here is the molecule C23H22F3N5O4 at a distorted geometry from the Open Molecules 2025 dataset. Energies are from ωB97M-V with the def2-TZVPD basis set.

Values from the calculation:
Kohn-Sham gap ... 9.1478 eV
LUMO energy ... -0.1 eV
Structure (SMILES) ... CC(C)(C)NC(=O)NC(=O)COC(=O)c1nc(-c2ccccc2)n(-c2cccc(C(F)(F)F)c2)n1

```
! wB97M-V def2-TZVPD RIJCOSX def2/J DEFGRID3
* xyz 0 1
C -5.59363 -2.50629 -1.76870
H -4.71647 -3.13236 -1.61516
H -6.47603 -3.08724 -1.51668
H -5.65491 -2.23357 -2.82034
C -5.52472 -1.25888 -0.88974
N -4.31360 -0.52754 -1.28168
C -3.90856 0.63474 -0.73001
O -4.47653 1.22226 0.15904
N -2.72960 1.11516 -1.32610
C -1.92535 2.17023 -0.96125
O -0.91154 2.38532 -1.58009
C -2.39090 3.00873 0.21436
H -3.23994 3.62247 -0.10140
H -2.71783 2.35868 1.03039
O -1.40269 3.92181 0.64099
C -0.17151 3.53491 0.99811
O 0.63080 4.35725 1.34571
C 0.16135 2.08678 0.95891
N 1.39538 1.67466 0.77965
N 1.31184 0.34184 0.77377
C 0.00838 -0.02036 0.94977
N -0.72260 1.06382 1.07736
C -0.54993 -1.36191 0.89813
C -0.12130 -2.28588 -0.05330
C -0.70644 -3.53706 -0.10992
C -1.71264 -3.87876 0.78000
C -2.14897 -2.95750 1.71874
C -1.58169 -1.69763 1.77118
H -1.92160 -0.96574 2.48672
H -2.93035 -3.22237 2.41528
H -2.15823 -4.86146 0.73853
H -0.37402 -4.24911 -0.85045
H 0.65783 -2.01973 -0.75298
C 2.47156 -0.43359 0.66633
C 3.52206 0.05929 -0.10046
C 4.68120 -0.69051 -0.20458
C 4.80668 -1.91124 0.44880
C 3.75992 -2.37711 1.22456
C 2.59375 -1.64235 1.34312
H 1.78756 -1.99951 1.96498
H 3.85581 -3.31463 1.74901
H 5.71812 -2.48044 0.35264
C 5.84362 -0.20143 -1.02558
F 6.25012 -1.13090 -1.91250
F 6.91664 0.07291 -0.26281
F 5.57602 0.90203 -1.72756
H 3.41807 1.01502 -0.59019
H -2.35281 0.59557 -2.11080
H -3.75431 -0.95138 -2.00344
C -6.74956 -0.37276 -1.12336
H -6.81689 -0.08507 -2.17006
H -7.65409 -0.90717 -0.84814
H -6.67360 0.52514 -0.51767
C -5.42199 -1.65477 0.58384
H -4.54180 -2.27309 0.74388
H -6.30578 -2.21047 0.88352
H -5.34067 -0.76324 1.19802
*
```

=====

Here is the ion C6H8N with charge +1 at a distorted geometry from the Open Molecules 2025 dataset. Energies are from ωB97M-V with the def2-TZVPD basis set.

Values from the calculation:
Kohn-Sham gap (alpha / beta) ... 7.7782 / 7.7897 eV
Energy above the lowest of the compared OMol25 structures with the same formula, charge and spin ... 173.2 kcal/mol
LUMO energy (alpha / beta) ... -6.3 / -6.3 eV

```
! wB97M-V def2-TZVPD RIJCOSX def2/J DEFGRID3
* xyz 1 1
C 0.80135 1.48708 -0.90665
C 0.09286 0.70199 -0.27781
C 0.45072 -0.82732 0.09889
C -1.17818 0.42052 0.41708
C 2.00464 1.80045 -1.61936
C -1.23774 -2.08106 1.26661
N -0.58331 -0.88064 0.86628
H -1.46203 0.94796 1.32976
H -1.96170 0.10302 -0.15086
H 2.53407 0.72934 -1.87628
H 2.83766 2.39489 -1.03026
H 1.88363 2.41604 -2.58112
H -1.17986 -2.05216 2.41840
H -0.75758 -2.97070 1.00304
H -2.24452 -2.18941 1.04228
*
```

=====

Here is a cluster of 2 separate species, C7H16O2SSi in total at a distorted geometry from the Open Molecules 2025 dataset. Energies are from ωB97M-V with the def2-TZVPD basis set.

Values from the calculation:
Kohn-Sham gap (alpha / beta) ... 8.0452 / 5.1259 eV
Energy above the lowest of the compared OMol25 structures with the same formula, charge and spin ... 34.7 kcal/mol
LUMO energy (alpha / beta) ... 0.7 / -4.0 eV
⟨S²⟩ ... 2.01

```
! wB97M-V def2-TZVPD RIJCOSX def2/J DEFGRID3
* xyz 0 3
C 0.97297 0.92482 -1.07188
C 0.18711 0.74367 -0.00214
C 2.08346 1.91083 -1.18829
C 0.24199 1.29616 1.38010
C -1.96219 -0.75867 -1.78586
C -2.52862 -0.10751 1.19907
C -0.46954 -2.30600 0.50632
O 3.80895 -0.63317 -0.39321
O 2.99184 -0.32362 1.87441
Si -1.25006 -0.65056 -0.06075
S 2.79465 -0.94086 0.57278
H 0.80262 0.46986 -2.06376
H 2.14145 2.49514 -0.32197
H 2.00935 2.49717 -2.08331
H 3.07088 1.52205 -1.33005
H 0.87844 2.16278 1.33550
H 0.65916 0.44138 2.00173
H -0.74688 1.41496 1.75944
H -1.43441 -1.59074 -2.22167
H -3.02890 -0.85334 -1.87947
H -1.68266 0.13297 -2.26956
H -2.21966 -0.02259 2.23191
H -2.82193 0.79130 0.88028
H -3.46648 -0.66036 1.15148
H 0.30510 -2.73394 -0.03939
H 0.01543 -2.25224 1.39724
H -1.35204 -2.96948 0.42106
*
```

=====

Here is the molecule C4H2Cl2N4O2 at a distorted geometry from the Open Molecules 2025 dataset. Energies are from ωB97M-V with the def2-TZVPD basis set.

Values from the calculation:
Kohn-Sham gap ... 8.3825 eV
Energy above the lowest of the compared OMol25 structures with the same formula, charge and spin ... 0.0 kcal/mol
LUMO energy ... -1.2 eV
Structure (SMILES) ... C=C(n1nc(Cl)nc1Cl)[N+](=O)[O-]

```
! wB97M-V def2-TZVPD RIJCOSX def2/J DEFGRID3
* xyz 0 1
C -2.35209 0.60691 -0.62178
C -0.97935 1.33734 0.77032
C 1.32567 -1.11620 -1.16660
C 0.99876 -0.50357 -0.06064
N -2.23289 1.44141 0.39884
N -1.28837 -0.12503 -0.79596
N -0.39228 0.29366 0.05809
N 1.78911 -0.51728 1.13913
O 1.10117 -0.30811 2.11931
O 2.91084 -0.90595 0.95401
Cl -3.75267 0.55255 -1.50793
Cl -0.24636 2.26493 1.94103
H 2.27759 -1.78784 -1.20928
H 0.84088 -1.23284 -2.01854
*
```

=====

Here is a cluster of 9 separate species, C24H53FN2O8S9 in total at a distorted geometry from the Open Molecules 2025 dataset. Energies are from ωB97M-V with the def2-TZVPD basis set.

Values from the calculation:
Kohn-Sham gap ... 8.0521 eV
LUMO energy ... 0.1 eV

```
! wB97M-V def2-TZVPD RIJCOSX def2/J DEFGRID3
* xyz 0 1
F 1.34311 -0.82986 0.13269
C 0.72318 0.27498 -0.34300
C -0.61900 0.24737 -0.45407
C -1.25023 1.44293 -0.94225
S -3.04032 1.53873 -1.10717
C -0.51828 2.53502 -1.29481
C 0.90441 2.55411 -1.16451
N 1.56236 3.70317 -1.52258
C 2.86312 3.54866 -1.38909
C 3.51660 2.37120 -0.91187
N 2.88185 1.29156 -0.53098
C 1.53103 1.39850 -0.68046
H -1.22126 -0.63024 -0.20450
H -3.35681 2.41391 -0.11784
H -1.04206 3.40923 -1.68540
H 3.49956 4.39073 -1.67817
H 4.61936 2.36936 -0.86255
C -0.81549 4.59957 -6.01554
S 0.51718 5.38794 -5.09731
O 1.25067 6.27042 -6.04772
C 1.50225 3.90218 -4.87340
H -1.53396 5.37082 -6.29214
H -0.42316 4.12749 -6.91330
H -1.30360 3.85691 -5.38507
H 1.75455 3.47615 -5.84289
H 0.94366 3.17987 -4.27922
H 2.41584 4.17335 -4.34659
C 3.13668 -1.53880 3.58970
S 1.34689 -1.46704 3.74255
O 1.02875 -0.39303 4.72148
C 1.16232 -3.04031 4.59678
H 3.47265 -0.62088 3.11086
H 3.58971 -1.62313 4.57831
H 3.41437 -2.39273 2.97149
H 1.73868 -3.03024 5.52272
H 1.50225 -3.84829 3.94836
H 0.10740 -3.17959 4.82669
C -1.28224 -0.49632 -6.97896
S 0.04664 0.59900 -7.49964
O 0.03990 1.76783 -6.57936
C -0.72661 1.12399 -9.03626
H -1.02111 -0.90827 -6.00580
H -2.21432 0.06387 -6.89927
H -1.38835 -1.30738 -7.70000
H -1.69384 1.58218 -8.82689
H -0.84980 0.26360 -9.69444
H -0.07399 1.85373 -9.51245
C -6.83714 0.00380 1.85619
S -5.51799 0.83180 2.75707
O -4.85771 1.76541 1.81074
C -4.45450 -0.61128 2.90833
H -7.60126 0.74177 1.61886
H -6.44284 -0.42352 0.93355
H -7.26934 -0.77805 2.48148
H -4.21180 -0.99858 1.91750
H -4.95938 -1.37495 3.50105
H -3.53939 -0.30632 3.41340
C 7.81476 5.13239 0.95103
S 6.58324 3.91482 0.46765
O 5.83436 4.46405 -0.69454
C 5.54210 4.10968 1.92121
H 8.55469 5.20171 0.15588
H 7.33933 6.10327 1.09274
H 8.30077 4.81054 1.87229
H 5.20324 5.14331 1.99816
H 6.10435 3.82826 2.81191
H 4.68095 3.45164 1.81333
C -0.18688 -3.33914 -2.07438
S -1.98056 -3.30049 -1.92612
O -2.31571 -2.22804 -0.94855
C -2.14498 -4.87331 -1.07413
H 0.13652 -2.41531 -2.55204
H 0.26516 -3.41377 -1.08466
H 0.10782 -4.18904 -2.69080
H -1.57120 -4.85443 -0.14695
H -1.79196 -5.67645 -1.72095
H -3.19442 -5.03277 -0.84538
C -0.26842 1.02006 7.84085
S 1.09263 2.08863 8.33004
O 0.82788 2.53875 9.72283
C 0.66722 3.44836 7.23237
H -0.22106 0.11154 8.43853
H -1.21874 1.52427 8.02099
H -0.16999 0.76277 6.78451
H -0.34190 3.79916 7.45083
H 0.73619 3.11406 6.19662
H 1.37749 4.25589 7.40142
C -1.77597 -8.97581 0.04412
S -3.53187 -8.60553 0.17763
O -3.68334 -7.13111 0.04948
C -3.68053 -9.00924 1.92346
H -1.45804 -8.75278 -0.97284
H -1.21292 -8.35968 0.74611
H -1.61050 -10.03316 0.25173
H -2.99749 -8.39061 2.50641
H -3.45631 -10.06558 2.07337
H -4.70507 -8.80926 2.23157
*
```